Entry 1:
Here is a cluster of 2 separate species, C4H5N3 in total in a non-equilibrium geometry from OMol25. Energies are from ωB97M-V/def2-TZVPD.

Geometry as XYZ:
```
12
Properties=species:S:1:pos:R:3:forces:R:3
N 1.95481 -0.70846 -2.02618 -0.1 0.6 0.8
C 1.71072 -0.15203 -1.03906 0.0 -0.6 -0.8
C 1.28049 0.41476 0.19091 0.1 0.1 0.2
C 1.52821 1.65916 0.53397 0.5 0.4 0.4
N 1.87115 2.73854 0.97888 -0.2 -0.4 -0.5
H 0.69244 -0.19800 0.86612 -0.1 0.0 -0.2
H 1.32135 3.54090 0.68250 -0.1 0.1 0.2
C -2.41551 -1.35764 0.12454 0.1 -0.2 0.0
N -1.15077 -1.43658 0.15351 -0.5 -0.1 0.0
H -3.01533 -1.67833 -0.72883 0.0 0.0 0.0
H -2.98327 -0.99025 0.98719 0.3 0.0 -0.1
H -0.79428 -1.83206 -0.72355 -0.1 0.1 0.2
```
Forces are in eV/Å.

Computed properties:
SMILES string: N#CC=C=N.C=N
frontier orbital gap: 10.19 eV

***

Entry 2:
Here is a structure of composition C13H9BeBrNO5Se2Te2 from OMol25. Energies are from ωB97M-V/def2-TZVPD.

Geometry as XYZ:
```
34
Properties=species:S:1:pos:R:3:forces:R:3
Be -0.72474 0.63359 1.75978 -0.4 0.1 -0.4
O 6.46146 0.29182 2.89265 0.0 0.0 0.0
C 5.21576 0.27943 2.34692 -0.1 0.0 0.0
C 4.99436 0.39980 0.97982 0.0 0.0 -0.1
C 3.68660 0.38243 0.52976 0.0 0.0 0.1
N 2.63853 0.24788 1.33637 -0.2 0.0 -0.1
C 2.87689 0.12455 2.61646 0.0 0.0 0.1
Br 1.37271 -0.08877 3.76455 0.1 0.0 0.1
C 4.13387 0.14024 3.19949 0.1 0.0 0.1
H 7.11336 0.38698 2.19107 0.0 0.0 0.0
H 5.82085 0.49966 0.28566 0.0 0.0 0.0
H 3.45894 0.48223 -0.52552 0.0 0.0 0.0
H 4.27563 0.04390 4.26554 0.0 0.0 0.0
Se -2.61294 0.72459 2.88639 0.1 0.0 0.2
Te -3.52839 2.48084 1.35122 0.0 0.0 0.0
Te -1.43159 4.16749 1.60548 -0.1 0.0 0.1
Se 0.32125 2.44947 1.05548 0.0 -0.1 0.0
O 0.16213 -2.62008 0.23444 -0.1 0.0 0.0
C -0.49813 -1.59825 0.18660 0.1 0.0 -0.1
O -0.42487 -0.63846 1.04471 0.4 -0.1 0.1
C -1.49819 -1.36998 -0.91950 -0.1 0.1 0.1
C -2.23695 -2.44348 -1.38807 0.0 -0.1 -0.1
C -3.25478 -2.27438 -2.33200 0.0 -0.1 0.0
C -3.47646 -0.99831 -2.77992 0.0 0.1 0.1
O -4.40525 -0.55808 -3.69490 0.0 -0.1 -0.1
C -4.32114 0.86346 -3.66806 0.0 0.1 0.0
O -3.16307 1.22740 -2.93293 0.1 0.0 -0.1
C -2.72871 0.07320 -2.32431 -0.1 0.0 0.1
C -1.73846 -0.07021 -1.39019 0.0 0.0 0.0
H -2.02140 -3.42932 -0.99690 0.0 0.0 0.0
H -3.84703 -3.10884 -2.68367 0.0 0.0 0.0
H -5.20892 1.27859 -3.17785 0.0 -0.1 0.1
H -4.24176 1.24143 -4.68847 0.0 0.0 0.0
H -1.16953 0.77917 -1.03008 -0.1 0.0 0.1
```
Forces are in eV/Å.

Computed properties:
net charge: -1
frontier orbital gap: 6.14 eV

***

Entry 3:
Here is a structure of composition C20H39BClN5O4Pb in a non-equilibrium geometry from OMol25. Energies are from ωB97M-V/def2-TZVPD.

Geometry as XYZ:
```
71
Properties=species:S:1:pos:R:3:forces:R:3
Pb -1.82136 -0.32837 -1.60542 -0.3 0.2 -1.3
Cl -5.31730 -0.62295 3.97423 0.9 -4.2 1.6
O -4.56230 0.47056 4.49486 -0.2 1.0 -0.4
O -4.97788 -0.88003 2.57309 -0.6 1.1 0.0
O -4.95314 -1.84517 4.68756 1.4 0.0 -0.1
O -6.70981 -0.57889 4.27839 -1.2 2.1 -1.3
B -2.39064 -0.18819 -5.70441 -0.2 -0.8 0.2
H -2.77922 0.39888 -6.52208 -1.7 3.0 -2.5
H -1.82411 -1.01980 -6.09392 2.1 -3.6 -0.9
H -1.64654 0.37678 -5.16463 3.8 3.0 2.4
H -3.21252 -0.49309 -5.07528 -3.8 -1.8 2.5
C 1.22564 6.58871 -4.26698 -1.5 -1.1 -0.3
C -0.04566 6.78792 -5.21456 2.2 0.3 0.0
C -1.31834 6.78343 -4.43631 -1.0 0.4 1.9
C -1.62350 5.55326 -3.62541 0.2 -0.4 -0.8
N -1.83145 4.59765 -3.01088 0.2 0.7 -0.4
H 0.91726 5.73213 -3.66759 0.7 -0.4 0.1
H 1.42577 7.35355 -3.51661 -0.5 0.6 -0.4
H 2.17753 6.39969 -4.76327 -0.3 -0.2 -0.3
H -0.19002 6.08751 -6.03718 0.8 -0.6 0.3
H 0.17729 7.71269 -5.74672 -0.8 0.4 0.2
H -2.19338 7.08352 -5.01282 0.0 -0.4 -0.1
H -1.26595 7.51227 -3.62752 0.1 0.5 0.0
C -0.52228 6.70223 2.13425 -2.0 0.9 0.4
C 0.89872 6.49849 2.46049 1.5 -2.3 -0.8
C 1.21646 5.10279 3.13548 -0.5 1.2 0.4
C 0.60713 3.92462 2.46410 -1.5 -3.6 -1.6
N 0.15017 2.95227 1.93521 2.0 4.4 2.2
H -0.68849 7.64868 1.61975 0.2 0.0 -0.2
H -1.14131 6.81162 3.02472 0.0 -0.2 0.3
H -1.01797 5.93104 1.54461 0.4 -0.2 -0.1
H 1.35397 7.27241 3.07847 -0.1 0.0 -0.1
H 1.42840 6.38316 1.51485 0.3 0.7 -0.1
H 0.89272 5.25671 4.16485 -0.5 -0.9 0.1
H 2.29431 4.99250 3.25457 0.0 -0.3 -0.5
C 8.14488 2.49301 -1.46788 1.7 1.1 0.0
C 6.99098 1.62010 -1.60191 0.0 -1.2 0.9
C 6.08778 2.07444 -2.73892 0.5 -0.2 1.4
C 4.77556 1.49106 -2.57632 1.7 0.8 -1.1
N 3.72388 1.09355 -2.47021 -2.3 -1.0 0.4
H 8.83560 2.03615 -0.75915 0.2 0.2 -0.1
H 7.89361 3.48879 -1.10268 0.1 0.1 -0.1
H 8.61633 2.54495 -2.44926 0.5 0.4 0.1
H 6.60937 1.52946 -0.58492 -1.0 -0.2 -0.3
H 7.44652 0.67116 -1.88493 -0.6 -0.5 0.2
H 6.68928 1.71415 -3.57348 -0.9 0.5 -0.7
H 5.99569 3.15770 -2.66040 0.0 0.0 -0.5
C 0.38070 -6.72879 5.21267 1.7 -0.3 -0.1
C 0.07160 -5.32008 5.71510 -1.3 -0.4 0.8
C 0.64875 -4.03775 5.06732 0.2 -1.0 0.6
C 0.29384 -3.94418 3.64777 0.2 0.4 -0.3
N -0.00329 -3.85837 2.53787 0.2 -0.1 0.5
H 1.43343 -7.00674 5.26382 0.7 0.8 -0.4
H 0.10891 -6.94132 4.17872 -0.5 0.0 0.2
H 0.10665 -7.52262 5.90753 -1.3 0.3 -0.1
H 0.24855 -5.30592 6.79055 0.6 0.2 0.0
H -1.01636 -5.25839 5.74027 -0.2 0.3 -0.5
H 1.72226 -4.02184 5.25556 0.2 -0.2 -0.7
H 0.34056 -3.15369 5.62549 -0.6 0.0 -0.3
C -3.27535 -9.53951 0.40384 2.2 -0.3 0.0
C -4.39193 -9.40303 -0.51306 -0.3 0.9 -1.1
C -4.81418 -7.92652 -0.56872 -2.1 -0.3 -0.1
C -3.98686 -6.87059 -1.16650 -0.2 -0.9 -0.1
N -3.36293 -6.06228 -1.69015 0.1 0.1 0.1
H -2.86825 -10.54638 0.31109 -0.3 -0.3 1.2
H -3.46656 -9.06760 1.36760 0.2 -0.7 0.3
H -2.44001 -9.01365 -0.05852 0.2 0.6 0.2
H -5.24761 -10.02886 -0.25958 -0.1 0.2 0.1
H -4.02642 -9.73364 -1.48527 -0.4 0.1 -0.3
H -5.20770 -7.58722 0.38947 0.7 0.1 0.5
H -5.78948 -7.99411 -1.05071 0.1 0.7 -0.9
```
Forces are in eV/Å.

Computed properties:
frontier orbital gap: 2.19 eV

***

Entry 4:
Here is the ion C2H5N2O with charge +1 in a non-equilibrium geometry from OMol25. Energies are from ωB97M-V/def2-TZVPD.

Geometry as XYZ:
```
10
Properties=species:S:1:pos:R:3:forces:R:3
C -0.45136 1.07555 -0.14311 -2.3 1.3 0.7
N 0.28113 -0.18828 -0.01285 -0.4 -1.0 0.9
N -0.59581 -1.29782 0.02258 1.8 -2.5 -2.6
C 1.55007 -0.13050 0.02006 0.3 0.8 -1.2
O 2.62094 0.16522 -0.24146 -0.4 -0.7 0.8
H -1.07097 0.92921 -1.13344 1.6 1.2 1.8
H -1.18449 1.11622 0.71358 0.3 -0.7 -0.9
H 0.10309 2.01098 0.23500 -0.1 -1.4 -1.9
H -0.20124 -2.25932 -0.34813 -0.7 2.9 0.9
H -1.05135 -1.42127 0.88775 -0.3 0.2 1.5
```
Forces are in eV/Å.

Computed properties:
SMILES string: C[N+](N)=C=O
net charge: +1
frontier orbital gap: 10.01 eV

***

Entry 5:
Here is a structure of composition C14H10ClCoF9O in a non-equilibrium geometry from OMol25. Energies are from ωB97M-V/def2-TZVPD.

Geometry as XYZ:
```
36
Properties=species:S:1:pos:R:3:forces:R:3
C -2.25112 -0.98741 -1.10414 -2.0 0.4 -1.3
C -1.54683 -1.16100 -2.38255 -2.2 0.7 -0.6
C -1.38339 0.13928 -2.95584 -0.5 -0.6 0.1
H -1.43604 -2.12028 -2.90953 0.2 0.7 0.5
C -1.80981 1.11535 -2.03082 -0.3 -0.4 0.5
C -2.27117 0.44372 -0.85103 -1.4 -0.4 -1.2
H -2.78993 0.90414 -0.00754 0.5 -0.1 -0.2
H -2.71949 -1.77593 -0.47725 0.4 0.6 -0.6
H -1.03488 0.32763 -3.97998 0.1 -0.1 0.8
H -1.79975 2.20545 -2.17125 0.3 -0.6 0.1
Co -0.47797 -0.82298 -0.51835 2.8 1.2 -0.1
Cl 0.26546 -2.78258 -0.67185 0.2 -3.4 0.7
C 2.33992 0.08619 -0.76905 0.1 -0.4 -1.6
C 1.95130 1.32299 -1.36286 0.1 -0.8 -1.0
C 1.50434 1.05427 -2.70324 0.9 -0.5 0.7
H 2.05106 2.30470 -0.90796 -0.2 -0.1 0.0
C 1.61961 -0.35513 -2.93332 0.8 0.5 0.9
C 2.13732 -0.96594 -1.74326 0.6 2.1 -0.4
H 2.46895 -1.99271 -1.63937 -0.3 0.3 0.0
H 2.84678 -0.04845 0.17931 -0.3 0.1 -0.1
H 1.18421 1.80523 -3.42714 -0.1 -0.2 0.2
H 1.39991 -0.88980 -3.85547 -0.1 0.1 0.1
F -0.89338 2.42144 2.11657 -0.2 -0.7 0.9
C -1.10738 1.25981 2.77715 0.8 -1.3 -1.2
F -1.14543 1.48138 4.11374 -0.3 0.5 -0.7
F -2.32246 0.78584 2.36745 0.6 0.7 0.8
C -0.02256 0.13514 2.32969 0.7 0.2 -1.1
O 0.04471 0.07095 0.99581 0.0 0.9 3.3
C 1.47041 0.49024 2.80178 -0.5 -0.6 -1.2
F 1.54947 0.58065 4.15281 0.6 0.2 -0.3
F 2.31036 -0.50547 2.37435 -0.6 1.3 1.0
F 1.91881 1.63953 2.22971 -0.5 -0.9 1.0
C -0.41815 -1.23875 3.07322 0.2 0.6 -0.9
F -0.63979 -0.98927 4.40058 0.0 -0.9 -0.5
F -1.54268 -1.76149 2.52902 0.7 0.2 0.7
F 0.54958 -2.17673 2.96057 -0.9 0.6 0.4
```
Forces are in eV/Å.

Computed properties:
2S+1: 4
net charge: -2
frontier orbital gap (spin up / spin down): 4.93 / 4.92 eV

***

Entry 6:
Here is a structure of composition Br2H2N2O2S in a non-equilibrium geometry from OMol25. Energies are from ωB97M-V/def2-TZVPD.

Geometry as XYZ:
```
9
Properties=species:S:1:pos:R:3:forces:R:3
N -0.78384 -1.01313 0.75394 -0.4 -1.6 1.8
N 3.84528 -0.47052 -0.58942 0.5 0.0 -0.8
O 0.13832 -1.45550 -1.40149 1.3 0.2 -0.7
O 0.05546 -3.26407 0.27422 0.6 -0.3 0.5
S 0.36363 -1.89798 -0.05806 -2.9 -0.1 -1.2
Br 2.80207 -1.44242 0.45802 0.5 0.1 0.8
Br 3.85834 1.35513 -0.29733 -0.2 0.0 0.3
H -1.11762 -1.55692 1.57628 0.4 0.7 -0.7
H -0.56959 -0.07037 0.98008 0.3 0.9 0.0
```
Forces are in eV/Å.

Computed properties:
frontier orbital gap (spin up / spin down): 7.69 / 7.01 eV

***

Entry 7:
Here is a structure of composition C18H39O7V in a non-equilibrium geometry from OMol25. Energies are from ωB97M-V/def2-TZVPD.

Geometry as XYZ:
```
65
Properties=species:S:1:pos:R:3:forces:R:3
V -10.52084 6.20326 3.28995 -1.3 0.6 0.7
C -10.02814 6.47139 -0.62056 -0.9 0.6 -0.6
C -11.44598 6.52626 0.03143 1.5 -0.7 2.2
O -11.39541 6.66775 1.41540 -0.2 0.2 -0.9
H -9.60334 7.47510 -0.63484 0.3 0.1 0.4
H -10.16770 6.25196 -1.67908 0.1 -0.3 -0.4
H -9.32392 5.75685 -0.19438 -0.3 0.1 0.3
H -11.96621 5.60896 -0.24430 -0.2 -0.6 -0.3
H -12.02428 7.31570 -0.44862 -0.1 0.6 -0.3
C -8.62259 4.61405 7.15353 0.0 -0.5 -1.0
C -8.27812 5.43126 5.89354 -1.3 1.4 -1.6
O -9.23912 5.60628 4.85747 1.2 -1.3 1.9
H -8.64916 3.57631 6.82116 -0.8 -0.3 0.0
H -9.55416 4.92332 7.62751 0.1 -0.1 0.0
H -7.79072 4.54757 7.85471 0.1 0.7 0.3
H -7.36004 4.99351 5.50163 0.6 -0.6 -0.4
H -7.93589 6.42279 6.18996 0.1 0.6 0.5
C -12.76342 7.43943 6.84155 0.3 0.6 -0.4
C -13.13175 7.57874 5.34565 1.5 -2.0 -1.0
O -12.15265 7.10904 4.48316 0.2 0.2 0.4
H -11.95248 8.14355 7.02778 0.1 0.1 0.4
H -12.39521 6.44465 7.09244 0.1 -0.1 -0.5
H -13.60613 7.60226 7.51343 -0.2 0.4 0.1
H -13.39968 8.58451 5.02203 -0.4 0.7 0.6
H -14.00960 6.94272 5.23174 -1.0 -0.1 -0.1
C -13.58948 3.35341 4.65087 -0.6 0.6 0.7
C -12.11107 3.41707 4.39621 0.7 1.7 -2.7
O -11.63960 4.35949 3.73311 -1.2 -2.2 1.9
C -11.25712 2.22191 4.72152 0.2 -0.5 0.4
H -14.03458 4.34735 4.60538 0.3 0.1 -0.2
H -13.86889 2.96207 5.62908 0.3 -0.2 0.2
H -14.11125 2.72819 3.92633 0.3 -0.1 -0.2
H -11.78086 1.35004 5.11349 -0.5 0.3 0.3
H -10.51046 2.51891 5.45799 0.2 0.1 -0.1
H -10.76814 1.81288 3.83738 0.2 0.5 -0.2
C -8.06904 2.60346 2.96517 -0.5 0.1 0.6
C -9.00271 3.19176 1.93896 -0.8 2.9 0.5
O -9.63941 4.24963 2.05536 1.6 -2.8 -0.3
C -8.99174 2.49147 0.62344 -0.3 0.3 -1.3
H -8.18205 2.94748 3.99327 -0.4 0.4 -0.2
H -7.05080 2.85021 2.66452 0.1 -0.4 -0.2
H -8.27344 1.53284 2.95565 0.6 -0.2 -0.1
H -9.42563 3.16842 -0.11248 -0.3 0.0 0.1
H -9.55271 1.55732 0.59564 0.1 -0.1 0.2
H -7.98733 2.31048 0.24065 0.2 -0.3 0.4
C -10.48742 10.03486 1.53107 0.0 0.1 -0.7
C -10.33958 9.57852 2.95820 0.1 -1.3 0.0
O -10.02164 8.42388 3.19860 -0.2 1.8 0.2
C -10.56228 10.56996 4.09245 0.5 0.1 -0.1
H -10.14099 9.27884 0.82644 0.0 -0.2 0.3
H -9.95309 10.95998 1.31485 0.2 0.2 0.3
H -11.52092 10.24975 1.25942 -0.2 -0.1 0.3
H -9.87193 10.26242 4.87791 -0.4 0.0 0.3
H -11.59183 10.61522 4.44752 0.0 -0.6 0.0
H -10.33974 11.60701 3.84125 0.2 0.0 -0.4
C -6.48617 7.67614 3.30977 0.2 0.4 -0.3
C -7.15502 6.74876 2.32687 -3.0 0.6 2.1
O -8.37506 6.59528 2.31626 2.4 0.3 -0.7
C -6.27171 5.90683 1.53794 0.3 -0.7 -1.4
H -6.20723 7.07118 4.17249 0.0 0.0 0.1
H -7.08308 8.52506 3.64314 -0.3 -0.4 -0.1
H -5.58164 8.06859 2.84509 0.2 0.0 0.2
H -6.01088 5.00737 2.09566 0.1 0.0 0.1
H -5.37573 6.45331 1.24350 0.1 -0.3 -0.1
H -6.87103 5.60655 0.67844 0.3 -0.2 -0.2
```
Forces are in eV/Å.

Computed properties:
2S+1: 4
net charge: -1
frontier orbital gap (spin up / spin down): 4.31 / 5.65 eV

***

Entry 8:
Here is a cluster of 2 separate species, C2H2N2O2S in total in a non-equilibrium geometry from OMol25. Energies are from ωB97M-V/def2-TZVPD.

Geometry as XYZ:
```
9
Properties=species:S:1:pos:R:3:forces:R:3
C -0.45197 -1.20040 1.17192 1.0 0.6 -4.1
C -0.11273 -0.97497 -0.19254 2.4 1.4 1.4
N -0.78610 -1.43232 2.22383 -0.9 -0.6 3.3
N -0.53818 1.65031 -0.48317 -0.4 -2.2 1.0
O -1.63092 2.10607 -0.49429 0.4 1.0 -0.5
O 0.55439 1.84464 -0.88300 -0.7 2.4 -0.5
S 1.44975 -0.45523 -0.76433 0.4 -1.6 1.2
H -0.59550 -1.44884 -0.97760 -1.3 -0.8 -1.0
H 2.11126 -0.08926 0.39917 -0.8 -0.3 -0.8
```
Forces are in eV/Å.

Computed properties:
frontier orbital gap (spin up / spin down): 8.61 / 7.23 eV

***

It is found that the electronic energy values, taken in the order of the records, are -319.59950 -8859.66883 -2037.31190 -263.58168 -3356.44971 -5807.22331 -2179.84886 -735.37719 Ha.